# 1
Computed, not measured: 2 unconnected molecules or ions with the total composition C4H10N2 at a distorted geometry, with ωB97M-V with the def2-TZVPD basis set.

Properties
**Energy above the lowest of the compared OMol25 structures with the same formula, charge and spin**: 42.2 kcal/mol
**Charge**: 0
**SMILES string**: C/N=C\N.C=C
**Orbital gap**: 9.879 eV
**Highest occupied orbital energy**: -9.050 eV

Cartesian coordinates (Å):
N -0.57 -2.23 -1.52
N -0.05 0.15 -1.72
C 0.81 -2.55 -1.22
C -0.72 2.46 1.99
C 0.26 1.98 2.76
C -0.89 -0.96 -1.65
H -1.96 -0.75 -1.75
H -1.48 1.78 1.58
H 0.28 0.94 3.02
H -0.50 1.02 -1.43
H 1.31 -1.96 -0.36
H 1.47 -2.48 -2.12
H -0.74 3.51 1.69
H 0.88 -3.62 -0.91
H 0.93 0.04 -1.57
H 0.98 2.67 3.22

---

# 2
Computed, not measured: a molecular structure, C6H3Br2N3S at a distorted geometry, with ωB97M-V with the def2-TZVPD basis set.

Properties
**Charge**: 0
**Orbital gap**: 6.913 eV
**Highest occupied orbital energy**: -8.160 eV

Cartesian coordinates (Å):
Br 0.09 -2.21 2.52
Br -2.17 2.89 0.94
S 0.06 1.49 -2.98
N 1.54 -1.76 -0.20
N -0.69 2.07 -1.64
N 0.86 0.17 -2.23
C 0.34 0.13 -0.99
C 0.54 -0.85 -0.03
C -1.24 1.20 0.56
C -0.21 -0.93 1.12
C -1.14 0.06 1.45
C -0.54 1.20 -0.69
H 2.17 -1.68 -1.01
H 2.00 -1.82 0.69
H -1.60 0.05 2.49

---

# 3
Computed, not measured: 2 unconnected molecules or ions with the total composition CH4ClN2O at a distorted geometry, with ωB97M-V with the def2-TZVPD basis set.

Properties
**Energy above the lowest of the compared OMol25 structures with the same formula, charge and spin**: 115.3 kcal/mol
**Charge**: +1
**Orbital gap (spin up / spin down)**: 7.991 / 8.727 eV
**Highest occupied orbital energy (spin up / spin down)**: -15.101 / -16.066 eV

Cartesian coordinates (Å):
Cl 2.97 0.12 0.35
O 1.13 0.48 0.12
N -0.24 -1.39 -0.38
N -1.31 1.27 0.36
C 0.25 -0.30 0.03
H -1.28 -1.58 -0.29
H -0.75 1.79 1.06
H 0.22 -2.25 -0.70
H -0.99 1.86 -0.54

---

# 4
Computed, not measured: a single C6H4N6O molecule at a distorted geometry, with ωB97M-V with the def2-TZVPD basis set.

Properties
**Charge**: 0
**SMILES string**: Cn1nnc2c(C#N)ncn2c1=O
**Orbital gap**: 8.520 eV
**Highest occupied orbital energy**: -9.584 eV

Cartesian coordinates (Å):
O 0.71 0.10 2.28
N -0.34 0.74 0.40
N -2.47 1.46 -3.65
N -0.22 -0.60 -1.57
N 0.97 -1.15 0.33
N 0.63 -1.39 -1.00
N -1.70 2.44 -0.19
C -2.08 1.59 -2.57
C -1.51 1.54 -1.27
C -0.94 1.96 0.78
C 0.45 -0.09 1.09
C -0.68 0.50 -0.88
C 1.83 -2.16 0.99
H 1.90 -3.08 0.41
H 2.88 -1.80 1.09
H -0.81 2.40 1.77
H 1.39 -2.46 2.00

---

# 5
Computed, not measured: a molecular structure, C15H36AsGeO3PS4Ti at a distorted geometry, with ωB97M-V with the def2-TZVPD basis set.

Properties
**Energy above the lowest of the compared OMol25 structures with the same formula, charge and spin**: 0.0 kcal/mol
**Charge**: 0
**Orbital gap**: 6.719 eV
**Highest occupied orbital energy**: -7.560 eV

Cartesian coordinates (Å):
As 1.07 -1.14 -3.73
Ge -1.47 1.20 0.87
Ti 0.21 -0.21 -0.90
S -0.56 -0.99 -5.06
S 1.29 0.82 -2.59
S 0.14 -2.24 -1.89
S 2.95 -2.01 -4.13
P 2.54 -1.45 0.06
O -1.52 0.38 -1.11
O 0.46 1.56 0.26
O -0.68 -0.48 1.24
C -1.76 -2.60 1.14
C 4.02 -1.01 -0.95
C 1.23 2.84 2.16
C -2.76 0.47 -1.92
C -3.90 0.89 -0.96
C 3.07 -0.93 1.77
C -3.05 -0.88 -2.53
C -2.44 1.57 -2.91
C -0.33 -1.91 3.11
C -2.58 -0.88 2.79
C -1.36 -1.48 2.07
C 1.07 2.83 0.62
C 2.78 -3.26 0.19
C 2.41 2.97 -0.08
C 0.11 3.92 0.15
H 4.97 -1.11 -0.39
H 3.93 0.01 -1.30
H -3.08 -1.65 -1.72
H 0.26 2.83 2.70
H -3.30 1.71 -3.59
H -0.82 -2.66 3.76
H -4.86 0.84 -1.47
H -2.26 2.53 -2.43
H 3.74 -3.48 0.71
H -3.71 1.93 -0.61
H 1.83 1.97 2.48
H -2.25 -1.21 -3.25
H 0.51 -2.37 2.62
H -0.79 3.99 0.79
H 1.94 -3.81 0.65
H -4.03 -0.83 -3.03
H 0.66 4.88 0.19
H 1.73 3.79 2.39
H -1.56 1.33 -3.48
H -2.54 -2.24 0.43
H -3.40 -0.58 2.08
H 3.60 -1.74 2.29
H 4.03 -1.61 -1.87
H 3.69 -0.02 1.72
H -2.34 -0.07 3.47
H 2.31 3.14 -1.17
H -2.20 -3.37 1.76
H 2.92 -3.62 -0.84
H -0.22 3.69 -0.87
H -0.91 -3.00 0.60
H -3.97 0.18 -0.11
H 3.05 2.11 0.09
H 2.17 -0.65 2.37
H 0.01 -1.02 3.68
H 2.93 3.87 0.32
H -2.97 -1.74 3.37

---

# 6
Computed, not measured: a molecular structure, C27H25AsAuN2O10P2, with ωB97M-V with the def2-TZVPD basis set.

Properties
**Energy above the lowest of the compared OMol25 structures with the same formula, charge and spin**: 7.6 kcal/mol
**Charge**: +1
**Orbital gap**: 5.949 eV
**Highest occupied orbital energy**: -11.683 eV

Cartesian coordinates (Å):
Au -0.56 0.72 -1.36
As 0.01 -0.91 0.33
P -2.14 2.91 0.96
P -3.54 1.32 -1.47
O -2.56 3.28 2.33
O -2.50 0.18 -1.34
O -0.96 2.01 0.72
O 1.83 -0.97 -1.69
O -2.83 2.46 -2.39
O 6.80 3.79 -3.13
O -4.90 0.98 -1.91
O 1.36 1.21 -1.58
O -2.04 4.21 -0.02
O 4.71 4.31 -3.22
N -4.56 3.40 -0.11
N 5.62 3.54 -3.01
C 5.93 -0.01 -1.89
C -1.34 -0.90 1.68
C -2.50 -0.33 3.68
C 2.40 -2.35 0.84
C -1.52 -0.03 2.74
C 2.20 -0.22 2.01
C 3.60 0.59 -1.94
C -4.41 1.27 1.10
C 3.60 -2.58 1.49
C 2.18 0.21 -1.73
C -1.84 -2.86 0.30
C 6.27 1.26 -2.32
C -2.56 -3.96 -0.13
C 5.26 2.18 -2.55
C -2.21 -4.60 -1.31
C 3.41 -0.46 2.64
C 4.10 -1.64 2.39
C -0.40 -3.06 -1.67
C -3.27 -1.47 3.54
C 3.93 1.88 -2.36
C -3.66 2.19 0.15
C -1.14 -4.16 -2.08
C 4.60 -0.35 -1.71
C -3.09 -2.33 2.45
C -0.75 -2.44 -0.48
C -2.12 -2.05 1.50
C 1.71 -1.17 1.12
H 0.43 -2.69 -2.25
H 1.65 0.69 2.21
H -3.41 -4.32 0.44
H -2.66 0.34 4.51
H 4.14 -3.49 1.30
H -4.53 1.74 2.07
H 4.32 -1.34 -1.38
H 5.04 -1.83 2.89
H -1.15 4.59 -0.08
H -3.85 0.35 1.24
H -2.79 -5.45 -1.65
H 3.18 2.62 -2.54
H -4.10 4.03 -0.77
H -4.03 -1.70 4.27
H 7.30 1.56 -2.48
H -4.70 3.90 0.77
H 2.01 -3.06 0.13
H -0.94 0.88 2.83
H 3.81 0.26 3.34
H -3.71 -3.21 2.36
H 6.71 -0.74 -1.70
H -5.38 0.99 0.68
H -5.46 3.08 -0.49
H -3.15 2.42 -3.30
H -0.90 -4.66 -3.01

---

# 7
Computed, not measured: 2 unconnected molecules or ions with the total composition C3H7Br2N2 at a distorted geometry, with ωB97M-V with the def2-TZVPD basis set.

Properties
**Energy above the lowest of the compared OMol25 structures with the same formula, charge and spin**: 43.0 kcal/mol
**Charge**: +1
**Orbital gap**: 9.075 eV
**Highest occupied orbital energy**: -14.126 eV

Cartesian coordinates (Å):
Br 0.91 -2.82 0.39
Br -1.33 -0.39 2.37
N -0.73 -0.93 -0.93
N 1.36 1.09 0.49
C 0.39 -1.17 -0.30
C -0.49 0.54 -1.29
C 0.94 0.25 -0.57
H -1.14 1.07 -0.59
H -0.40 0.63 -2.40
H 1.73 0.21 -1.28
H -1.81 -0.27 3.67
H 0.74 1.16 1.20
H -1.67 -1.37 -0.79
H 1.52 2.02 0.03

---

# 8
Computed, not measured: 5 unconnected molecules or ions with the total composition C38H88BFO25P6 at a distorted geometry, with ωB97M-V with the def2-TZVPD basis set.

Properties
**Charge**: -2
**Orbital gap**: 4.505 eV
**Highest occupied orbital energy**: -1.576 eV

Cartesian coordinates (Å):
P 0.13 -8.13 1.87
P 2.28 0.52 -5.38
P -2.37 6.71 5.02
P -5.26 -1.61 3.50
P -3.16 -2.50 -3.24
P 9.10 3.80 -3.76
F 1.22 -0.54 -0.89
O 8.20 5.01 -3.17
O -5.45 -0.03 3.23
O -3.08 -3.08 -4.59
O 9.08 3.92 -5.24
O 1.33 1.70 -1.65
O 9.08 2.84 -2.49
O 10.61 4.28 -3.37
O -3.14 -3.58 -2.06
O -6.48 -2.00 4.24
O 1.13 -8.24 2.95
O -4.65 -1.85 -3.08
O 0.98 -0.07 -6.29
O -4.04 -1.62 4.59
O -1.27 -7.56 1.35
O -3.40 5.58 5.59
O -2.87 7.12 3.69
O 0.95 0.01 -3.15
O -4.37 -1.71 2.18
O 0.03 -9.61 1.18
O -1.13 6.39 5.97
O 2.11 4.02 -4.07
O 4.00 0.20 -2.88
O 0.87 -7.28 0.72
O -2.74 7.98 5.97
O 4.12 1.69 -1.25
C 11.58 4.57 -4.36
C -4.28 -4.10 1.66
C 3.56 1.18 -2.25
C 2.53 3.38 -2.85
C -2.86 -7.99 3.15
C -5.20 -1.37 -4.31
C 7.04 5.48 -3.87
C -2.52 -8.16 1.69
C 1.06 4.93 -3.80
C 3.26 -7.63 0.46
C 7.15 1.33 -2.90
C 2.16 -6.69 0.91
C -2.00 -1.15 -2.99
C -3.50 -2.82 1.94
C 2.81 2.01 -6.33
C 0.10 1.86 -4.32
C 7.82 2.32 -1.97
C -4.05 4.66 4.71
C -0.99 0.58 -1.46
C -6.65 0.66 3.58
C 0.22 -10.79 1.94
C 1.41 1.14 -3.86
C -1.80 -4.00 -1.66
C -1.63 -0.84 -1.53
C -0.80 -4.19 -2.80
C 2.24 1.87 -2.75
C -4.79 9.15 5.45
C 5.85 4.67 -3.43
C -3.28 9.18 5.43
C -0.48 5.11 5.94
C 11.56 6.05 -4.72
C -3.24 3.39 4.51
C -6.52 1.25 4.96
C -4.02 -2.53 5.68
C -6.40 -0.46 -4.02
C -1.07 -11.31 2.55
C -3.33 -3.84 5.33
C 0.27 4.86 4.64
B 0.60 0.42 -1.76
H -4.88 -3.99 0.75
H -5.00 4.41 5.18
H -1.80 -11.53 1.77
H 1.06 5.59 4.52
H -5.18 8.27 4.94
H -0.29 -3.28 -3.10
H -5.16 9.10 6.48
H -1.20 4.32 6.15
H 6.19 1.01 -2.48
H 2.15 3.88 -1.96
H -5.03 -2.73 6.05
H -2.92 9.99 6.06
H 8.07 1.83 -1.03
H -4.43 -0.78 -4.81
H -0.84 -1.51 -1.21
H -3.59 -4.93 1.52
H 0.22 5.11 6.77
H 4.93 4.97 -3.93
H 0.71 3.86 4.64
H 1.48 5.82 -3.31
H -0.89 -12.22 3.12
H -1.25 -4.67 -3.66
H 1.32 -0.75 -6.87
H 12.55 4.31 -3.94
H 0.31 4.50 -3.13
H -5.53 -2.19 -4.95
H 3.19 -8.60 0.96
H -6.76 -0.66 -3.01
H 2.15 2.87 -6.22
H 0.62 -11.54 1.25
H -1.51 -10.57 3.22
H 0.26 2.37 -5.27
H 2.30 -6.39 1.95
H -3.32 -4.50 6.20
H -6.26 0.50 5.70
H 3.62 3.45 -2.80
H -4.97 -4.34 2.48
H -7.17 -0.67 -4.76
H 7.17 5.44 -4.95
H -2.08 -8.39 3.80
H -7.52 0.01 3.49
H 7.16 3.14 -1.72
H 4.24 -7.20 0.67
H -2.50 -0.26 -3.39
H -2.50 -0.86 -0.86
H -0.25 2.57 -3.58
H 6.02 3.61 -3.65
H 12.26 6.26 -5.53
H 10.56 6.36 -5.03
H 11.43 3.95 -5.24
H -3.07 2.88 5.46
H -2.80 -2.95 2.76
H 2.18 -5.78 0.31
H 3.84 2.25 -6.07
H 6.97 1.77 -3.88
H -5.20 10.05 4.98
H 0.97 -10.65 2.72
H -1.41 -3.37 -0.87
H -3.48 -2.03 6.48
H -3.83 -4.34 4.51
H -7.45 1.74 5.28
H -3.28 -7.66 1.08
H 6.91 6.54 -3.61
H -1.49 1.22 -2.19
H -0.03 -4.87 -2.43
H -2.96 -6.93 3.40
H -2.90 -2.57 1.07
H -0.40 4.95 3.78
H -3.76 2.70 3.84
H -0.63 1.08 -4.50
H 0.55 5.19 -4.73
H -6.15 0.60 -4.15
H -3.80 -8.49 3.39
H -2.29 -3.66 5.04
H -2.26 3.61 4.07
H -1.13 -1.31 -3.63
H -2.54 -9.21 1.39
H -2.90 9.36 4.43
H 3.18 -7.81 -0.61
H 5.70 4.76 -2.35
H 7.78 0.45 -3.04
H -5.72 2.00 4.97
H 2.79 1.73 -7.39
H -1.08 0.99 -0.45
H -1.92 -4.98 -1.19
H -4.28 5.12 3.75
H 11.84 6.65 -3.86
H -6.78 1.46 2.84

---

# 9
Computed, not measured: a single C5H13NO2 molecule at a distorted geometry, with ωB97M-V with the def2-TZVPD basis set.

Properties
**Energy above the lowest of the compared OMol25 structures with the same formula, charge and spin**: 41.1 kcal/mol
**Charge**: 0
**SMILES string**: CO[C@@H](O)[C@@H](C)CN
**Orbital gap**: 10.175 eV
**Highest occupied orbital energy**: -9.178 eV

Cartesian coordinates (Å):
O -0.14 1.70 0.08
O -1.78 -0.07 0.44
N 2.20 0.61 1.00
C 0.37 -0.71 -0.14
C 0.17 -1.81 -1.16
C -2.77 0.88 0.68
C -0.54 0.47 -0.37
C 1.89 -0.11 -0.20
H 2.21 0.01 1.82
H -0.85 0.59 -1.41
H -0.86 -2.16 -1.12
H -3.50 0.44 1.37
H -2.37 1.80 1.13
H 2.53 -1.00 -0.34
H 2.01 0.54 -1.07
H 2.95 1.28 0.88
H 0.83 -2.65 -0.96
H 0.37 -1.44 -2.17
H -3.29 1.14 -0.26
H 0.22 -1.08 0.88
H 0.33 1.56 0.93

---

# 10
Computed, not measured: 5 unconnected molecules or ions with the total composition C22H59BN5O5 at a distorted geometry, with ωB97M-V with the def2-TZVPD basis set.

Properties
**Charge**: +1
**Orbital gap**: 7.434 eV
**Highest occupied orbital energy**: -10.449 eV

Cartesian coordinates (Å):
O 1.08 -2.96 -1.35
O -2.14 -0.19 -2.09
O 4.08 1.50 1.09
O -6.51 -3.34 2.39
O 2.78 2.37 -3.15
N -4.97 -0.05 -1.48
N 0.17 3.76 -2.02
N -6.49 -5.23 4.56
N 5.30 -0.64 2.58
N 2.72 -0.71 -2.45
C 4.12 3.73 -1.52
C 4.91 0.60 3.26
C -5.31 -4.41 4.27
C 1.53 4.29 -1.92
C 4.55 5.20 -1.72
C 2.68 1.60 1.22
C -0.62 4.85 -1.33
C -5.21 -3.30 5.32
C 0.90 -4.04 -2.26
C -1.34 -0.80 -1.08
C 0.08 6.12 -1.79
C 3.32 -1.96 -1.94
C -4.37 -1.31 -1.95
C 3.63 0.35 4.05
C -4.22 -2.25 -0.76
C -5.29 -3.90 2.83
C 3.75 -2.80 -3.15
C 2.43 -2.75 -0.97
C -3.07 -1.08 -2.72
C 1.31 5.62 -2.58
C -6.71 -1.98 2.76
C 4.80 1.78 2.28
B 2.80 3.38 -2.25
H 2.86 -0.14 3.44
H 1.60 -4.85 -2.07
H 5.69 0.85 3.98
H -7.20 -1.91 3.73
H 5.49 5.39 -1.29
H -3.31 -0.60 -3.67
H 4.67 -0.78 1.80
H 4.54 5.41 -2.77
H -4.42 -5.05 4.39
H 2.14 6.28 -2.62
H -4.25 0.45 -0.97
H -6.15 -2.77 5.43
H -0.18 3.81 -2.96
H -3.64 -3.13 -1.03
H 1.02 5.47 -3.60
H 3.83 5.82 -1.24
H 4.00 3.61 -0.46
H 2.52 -0.12 -1.64
H -4.46 -3.20 2.66
H -0.57 6.71 -2.38
H -6.50 -6.03 3.94
H -3.74 -1.77 0.09
H 2.37 -2.19 -0.03
H 6.21 -0.51 2.14
H 5.81 2.03 1.95
H -0.46 4.63 -0.30
H -5.07 -1.77 -2.64
H -1.67 4.79 -1.44
H -7.30 -4.69 4.29
H -5.77 -1.42 2.76
H 2.39 2.39 1.92
H 3.22 1.28 4.44
H 0.10 2.84 -1.64
H -0.11 -4.41 -2.12
H 4.22 -1.68 -1.39
H -5.17 0.54 -2.28
H 1.80 -0.93 -2.82
H -2.58 -2.03 -2.95
H 0.49 6.65 -0.98
H 2.89 -3.71 -0.73
H 2.28 1.84 0.23
H 3.83 -0.30 4.89
H -0.39 -0.24 -1.02
H 4.58 -2.32 -3.65
H -4.43 -2.58 5.05
H 1.67 4.54 -0.88
H -5.12 -4.76 2.17
H 4.07 -3.79 -2.84
H 4.40 2.67 2.77
H -7.37 -1.54 2.02
H 2.95 -2.91 -3.88
H 2.24 0.65 1.54
H 0.99 -3.70 -3.30
H 4.92 3.12 -1.86
H 2.47 1.51 -2.81
H -1.10 -1.83 -1.31
H -1.82 -0.73 -0.10
H -5.20 -2.59 -0.42
H -4.95 -3.72 6.29

---

no.,DFT total energy (eV)
1,-7288.788
2,-161660.139
3,-18638.731
4,-17272.849
5,-215386.443
6,-134964.652
7,-146280.952
8,-151161.581
9,-10980.097
10,-42127.400